[1]
Here is a structure of composition C18H29F2MnN8S2 in a non-equilibrium geometry from the Open Molecules 2025 dataset. Energies are from ωB97M-V/def2-TZVPD.

Results
Frontier orbital gap (spin up / spin down) (eV): 6.81 / 7.53
ΔE to the lowest compared entry with this formula, charge and spin (kcal/mol): 14.7
Multiplicity: 5
HOMO level (spin up / spin down) (eV): -12.9984 / -13.0160
Total charge: +2
E_LUMO (spin up / spin down) (eV): -6.188 / -5.482
⟨S²⟩: 6.42

```
60
Properties=species:S:1:pos:R:3:mulliken_charge:R:1
Mn -0.15068 0.62968 0.44659 0.442
C 4.06328 1.98863 -0.50324 -1.506
C 2.63354 1.59705 -0.41011 0.399
N 2.02938 1.03402 0.58227 1.495
N 2.63884 0.92406 1.77875 -1.695
C 1.91623 0.48248 2.82324 0.320
N 2.62833 0.47115 4.00013 -0.405
S 0.29038 -0.01833 2.81101 -0.469
C 1.78116 1.71628 -1.63443 0.699
C 2.21823 2.12503 -2.88172 -0.780
C 1.34718 1.97617 -3.97108 -0.624
C 0.08601 1.62310 -3.78157 -0.866
C -0.31550 1.26163 -2.52585 -0.245
N 0.50436 1.28201 -1.50407 0.422
H 4.67641 1.19116 -0.95533 0.268
H 4.53910 2.18041 0.46507 0.389
H 4.02357 2.90145 -1.15354 0.408
H 3.56897 0.87281 4.03232 0.257
H 2.06509 0.64882 4.79093 0.259
H 3.16935 2.60053 -3.09615 0.390
H 1.73922 2.11010 -4.96276 0.454
H -0.47652 1.47841 -4.70459 0.398
H -1.34034 0.91782 -2.30711 0.375
S -2.54143 -0.17503 0.24917 -0.360
C -3.63925 1.01799 0.72084 -0.025
N -4.18668 1.99615 -0.01904 -0.021
C -5.22585 2.71756 0.68271 -0.493
C -4.95455 2.35241 2.09677 -0.534
N -4.15997 1.15135 1.96803 -0.094
H -3.75076 2.25371 -0.90609 0.241
H -6.18412 2.31856 0.31847 0.289
H -5.24623 3.76865 0.45032 0.373
H -5.83570 2.13386 2.75579 0.358
H -4.43744 3.06094 2.63718 0.299
H -3.70004 0.62241 2.68535 0.245
F -1.72298 2.69291 1.84979 -0.202
C -0.70783 2.56808 1.04907 0.359
F -0.83994 3.23718 -0.07229 -0.239
H 0.20698 2.97410 1.52947 0.352
C 2.13255 -3.49541 0.00281 -0.942
C 1.74698 -2.05709 0.28921 -0.654
N 0.30312 -1.78218 0.04490 0.788
C -0.49291 -2.78016 0.84667 -0.683
C -0.04538 -4.24127 0.62689 -0.938
N 0.92686 -4.25998 -0.45984 0.044
C 0.34709 -3.63573 -1.70437 -0.848
C 0.06369 -2.15985 -1.40525 -0.452
H 2.49515 -4.05880 0.82095 0.424
H 2.92495 -3.46343 -0.80792 0.341
H 2.26224 -1.46880 -0.40800 0.447
H 1.89716 -1.72639 1.30535 0.240
H -1.46947 -2.70418 0.49569 0.381
H -0.58211 -2.42533 1.88576 0.555
H -0.84563 -4.92935 0.37827 0.426
H 0.25742 -4.63849 1.62282 0.226
H 1.24076 -5.19473 -0.69725 0.311
H -0.56445 -4.18414 -1.94093 0.330
H 0.97394 -3.90053 -2.55223 0.342
H -0.98294 -2.05011 -1.64132 0.397
H 0.70122 -1.52940 -2.03654 0.336
```

[2]
Here is a structure of composition C18H29HgN3O3V in a non-equilibrium geometry from the Open Molecules 2025 dataset. Energies are from ωB97M-V/def2-TZVPD.

Results
Frontier orbital gap (spin up / spin down) (eV): 3.18 / 3.01
Multiplicity: 2
HOMO level (spin up / spin down) (eV): -14.6500 / -14.5888
Total charge: +2
E_LUMO (spin up / spin down) (eV): -11.472 / -11.576
⟨S²⟩: 1.23

```
55
Properties=species:S:1:pos:R:3:mulliken_charge:R:1
N -1.57618 -0.71921 -0.11100 -0.435
C -3.36605 -1.83711 0.94006 0.373
O -4.07674 -2.59821 0.40155 -0.119
Hg -3.89336 0.00127 1.97478 0.847
V -0.14088 -0.03016 -0.00814 0.164
N -0.09145 1.75694 -0.76256 0.450
N 1.05117 -0.97437 -1.24278 1.488
C -0.48896 2.15485 -2.11838 1.695
C 0.71386 -2.20044 -1.95765 0.874
C -0.71821 3.66654 -2.25540 -1.986
C 0.56747 1.74159 -3.14020 -1.372
C -1.79493 1.46246 -2.45094 -1.812
C 0.33248 -3.27572 -0.94314 -1.469
C 1.85331 -2.72222 -2.83222 -1.681
C -0.49600 -1.95729 -2.84521 -1.522
H -1.41580 4.01503 -1.48537 0.456
H -1.15403 3.88546 -3.24225 0.444
H 0.20792 4.24499 -2.17054 0.462
H 1.47949 2.33912 -3.05146 0.373
H 0.18803 1.90359 -4.15541 0.428
H 0.84084 0.68640 -3.03911 0.166
H -1.68353 0.38247 -2.50607 0.207
H -2.15914 1.82298 -3.41669 0.515
H -2.54412 1.66767 -1.68391 0.295
H 1.16608 -3.47107 -0.26382 0.348
H 0.06028 -4.20282 -1.46439 0.562
H -0.51902 -2.93254 -0.35013 0.097
H 2.70865 -3.06244 -2.23675 0.418
H 2.19774 -1.95624 -3.53648 0.398
H 1.48541 -3.58086 -3.41079 0.433
H -0.74075 -2.88146 -3.38432 0.596
H -0.29022 -1.16927 -3.57588 0.320
H -1.36431 -1.67032 -2.25041 0.217
C 0.89140 2.64718 -0.14554 -1.111
H 1.02941 2.41140 0.92095 0.260
H 1.89660 2.65565 -0.63029 0.356
H 0.51193 3.68430 -0.16453 0.427
C 2.44909 -0.78642 -0.91727 -1.193
H 2.55102 0.00129 -0.16214 0.279
H 2.93095 -1.69594 -0.51843 0.385
H 3.02870 -0.44688 -1.79053 0.385
O 0.81727 -1.59560 1.67417 -0.581
C 0.47999 -0.59921 2.36515 0.770
O -0.02016 0.49480 1.83024 -0.418
C 0.54048 -0.54218 3.87516 0.463
C -0.29353 0.37526 4.52623 -0.306
C -0.31413 0.43873 5.92422 -0.749
C 0.50184 -0.42117 6.67513 -0.383
C 1.33442 -1.34185 6.01812 -0.664
C 1.34134 -1.41014 4.62312 -0.181
H -0.92592 1.03343 3.92975 0.385
H -0.95583 1.16642 6.41437 0.403
H 0.49757 -0.35736 7.76710 0.408
H 1.97611 -1.98963 6.61940 0.409
H 1.97412 -2.14040 4.10974 0.425
```

Number 1: E -3287.92922 Ha. Number 2: E -2189.91121 Ha.